(1)
{
  "formula": "C17H17AsIrN4O6S",
  "method": "ωB97M-V/def2-TZVPD",
  "elements": ["Ir", "As", "S", "O", "O", "O", "O", "O", "O", "N", "N", "N", "N", "C", "C", "C", "C", "C", "C", "C", "C", "C", "C", "C", "C", "C", "C", "C", "C", "C", "H", "H", "H", "H", "H", "H", "H", "H", "H", "H", "H", "H", "H", "H", "H", "H", "H"],
  "positions_angstrom": [[-0.63715, 0.16395, -0.36281], [-1.72689, 0.74945, -2.87666], [-1.03921, -2.67909, -0.53776], [-0.65586, 1.55928, -1.80400], [-0.83071, -1.67332, 0.59789], [-1.05170, 0.12374, -4.18833], [-2.82840, 2.04104, -3.29466], [-3.04360, -2.43231, -0.97923], [-0.89470, -4.02250, -0.01962], [-4.36838, -0.00037, -4.61579], [1.50375, -0.44289, 3.06059], [-2.42045, -0.37461, -1.66307], [-3.79262, -1.69743, -2.96880], [2.37191, 0.43572, 3.80692], [-4.03348, -0.77532, -3.81285], [1.83094, -0.46236, -2.30260], [2.34293, -2.73313, -2.93461], [-0.02749, 2.33826, 3.47300], [1.98138, -0.71986, 1.73110], [0.08861, -0.11192, 3.11254], [-3.08455, -1.50637, -1.85705], [-0.20914, 3.64875, 3.07901], [-0.22515, 1.27768, 2.59112], [-0.66648, 3.90955, 1.79980], [-0.90633, 2.86066, 0.92914], [0.54087, -2.27005, -1.47434], [-0.64866, 1.52867, 1.27836], [0.76776, -0.91514, -1.53708], [2.62065, -1.37610, -2.98914], [1.27086, -3.19504, -2.18548], [-0.00690, 4.45714, 3.76837], [-0.44325, -0.86377, 2.53037], [2.45835, 1.44255, 3.37403], [1.00974, -4.24053, -2.12276], [2.95856, -3.43546, -3.47776], [-3.32346, 1.72224, -4.06352], [2.00024, 0.52659, 4.82674], [-0.22446, -0.17703, 4.15879], [3.45709, -1.02382, -3.58079], [2.03125, 0.59606, -2.37205], [3.37002, -0.00283, 3.85043], [0.28182, 2.13536, 4.48974], [-1.28795, 3.08799, -0.05700], [-0.82709, 4.92891, 1.47790], [1.82827, 0.12810, 1.03742], [1.44405, -1.57918, 1.33378], [3.04500, -0.95126, 1.77078]],
  "atomic_forces_ev_per_a": [[-0.83, -0.69, -1.53], [0.26, 1.82, -0.70], [1.70, -0.38, 3.50], [-0.36, 0.74, 0.34], [-1.10, -1.21, -0.99], [0.39, -0.79, -0.76], [0.09, -0.03, 0.38], [2.23, -2.07, 1.51], [-1.07, 0.51, -1.09], [0.16, -0.10, 0.10], [0.31, -0.44, 0.33], [2.54, 0.67, 1.49], [0.43, -2.37, 2.41], [-0.01, -0.06, -0.13], [-0.99, 1.51, -1.46], [0.60, 0.11, 0.05], [-0.22, -0.51, 0.31], [-0.10, 0.00, 0.12], [-0.03, 0.18, -0.12], [0.03, 0.25, -0.17], [-0.58, 1.92, -3.50], [-0.03, 0.04, 0.02], [-0.14, -0.15, 0.24], [-0.17, 0.09, -0.03], [0.06, 0.21, -0.17], [-0.87, 0.89, -0.86], [0.69, -0.34, -0.47], [-2.61, 0.60, 1.36], [-0.20, 0.58, 0.26], [-0.23, -0.82, -0.28], [-0.01, 0.07, 0.06], [-0.02, 0.08, 0.22], [0.04, 0.07, 0.04], [0.07, -0.17, -0.14], [0.03, -0.09, 0.05], [-0.24, -0.08, -0.13], [-0.01, 0.07, 0.10], [-0.07, -0.03, -0.01], [-0.09, 0.02, -0.06], [-0.10, 0.12, -0.04], [0.04, -0.02, -0.01], [0.03, -0.06, 0.09], [0.16, -0.05, -0.15], [-0.08, 0.08, -0.04], [0.16, -0.11, 0.00], [0.06, -0.03, -0.10], [0.08, -0.03, -0.03]],
  "mulliken_charge": [0.6315, 0.7472, 1.2017, -0.7775, -0.6305, -0.7424, -0.5915, -0.5725, -0.6609, -0.7236, 0.1212, -0.3309, -0.7485, -1.0576, 0.7697, -0.7135, -0.4882, -0.7758, -0.7140, -1.4249, 0.8920, -0.5779, 1.7786, -0.7505, -0.3457, 0.5448, -0.3258, -0.0238, -0.4713, -0.5891, 0.3714, 0.2267, 0.3317, 0.4942, 0.3809, 0.4377, 0.3101, 0.5828, 0.3845, 0.4806, 0.3748, 0.3505, 0.4323, 0.3929, 0.2288, 0.2110, 0.3590],
  "total_charge": -1,
  "homo_lumo_gap_ev": [4.56, 4.55],
  "homo_ev": [-4.99, -4.99]
}

---

(2)
{
  "formula": "C30H31ClIN6OSb2Sn",
  "method": "ωB97M-V/def2-TZVPD",
  "elements": ["I", "Sb", "Sb", "Sn", "Cl", "O", "N", "N", "N", "N", "N", "N", "C", "C", "C", "C", "C", "C", "C", "C", "C", "C", "C", "C", "C", "C", "C", "C", "C", "C", "C", "C", "C", "C", "C", "C", "C", "C", "C", "C", "C", "C", "H", "H", "H", "H", "H", "H", "H", "H", "H", "H", "H", "H", "H", "H", "H", "H", "H", "H", "H", "H", "H", "H", "H", "H", "H", "H", "H", "H", "H", "H", "H"],
  "positions_angstrom": [[-2.24722, -2.74628, 0.71965], [2.92297, 0.66228, -1.46128], [1.33990, 1.87277, 2.49393], [-0.77621, -0.40657, 0.22919], [-2.58145, 1.81754, 2.04593], [-0.57276, 0.49799, -3.93784], [-2.30688, -1.17478, 4.98283], [-0.30186, -1.76280, 4.27619], [-1.92885, -3.44755, 4.46068], [-1.32791, -0.41585, -1.87540], [-1.51815, -2.12684, 4.55532], [-0.25856, -0.46532, 4.51528], [3.35336, 4.31572, 2.85436], [4.26076, 0.86916, 1.82874], [4.22446, -1.76043, -4.90356], [4.91737, -1.41092, 1.44285], [-2.59651, 0.87083, 0.49047], [4.42422, 4.98799, 3.43746], [-0.94977, 0.04743, -2.90774], [2.94954, 0.47200, 2.08783], [2.32897, -2.88435, -3.96202], [4.06920, 2.62644, -3.58638], [1.38395, 2.20312, -1.62805], [2.11850, -1.81176, -3.10970], [4.00252, -0.67909, -4.05707], [4.99740, 4.50307, 4.60236], [4.31860, 2.07363, -2.32722], [-1.47927, -0.13268, 4.93864], [4.89607, 3.60792, -4.11368], [2.84196, 3.15054, 3.41833], [2.93943, -0.68219, -3.15425], [3.41777, 2.68854, 4.60368], [4.48357, 3.35278, 5.19070], [5.23915, -0.06193, 1.51203], [0.95352, 3.16655, 0.77282], [3.63115, -1.82444, 1.75680], [6.24355, 3.53320, -2.12948], [5.98635, 4.06549, -3.38273], [5.41470, 2.54327, -1.60950], [1.65865, 3.30549, -0.58653], [3.38922, -2.86526, -4.85888], [2.66041, -0.88968, 2.09636], [3.04211, 1.77932, 5.06278], [5.62944, 2.13290, -0.63074], [3.22035, 2.27800, -4.16569], [1.30001, -1.86250, -2.40050], [5.84783, 5.00806, 5.04365], [-2.67064, 1.60840, -0.30748], [4.68862, 4.02082, -5.09369], [-1.43303, -3.83090, 3.66003], [2.73645, 3.45608, -0.45693], [2.93402, 4.70364, 1.93246], [4.92392, 2.96837, 6.10294], [-0.10832, 2.96577, 0.60242], [1.28114, 4.24150, -1.01342], [4.52797, 1.91925, 1.87312], [0.38327, 1.78983, -1.49050], [1.43092, 2.61716, -2.63450], [-2.91848, -3.41240, 4.24338], [5.67001, -2.13751, 1.16214], [3.56758, -3.71143, -5.51114], [4.81505, 5.88588, 2.97345], [0.99187, 4.13399, 1.28497], [-3.51445, 0.28900, 0.51711], [6.63055, 4.83493, -3.79035], [1.66905, -3.74197, -3.91598], [5.06030, -1.73864, -5.59304], [4.67103, 0.17049, -4.10842], [3.37477, -2.87656, 1.73200], [-1.77451, 0.86752, 5.19944], [1.67124, -1.23436, 2.37277], [6.24912, 0.26746, 1.29592], [7.08727, 3.88983, -1.55079]],
  "atomic_forces_ev_per_a": [[-0.13, -0.38, 0.19], [0.17, 0.12, 0.16], [0.38, 0.03, 0.24], [-0.25, 0.40, -0.26], [0.03, -0.02, -0.04], [-0.09, 0.05, -0.18], [-0.01, 0.02, -0.04], [-0.01, 0.06, -0.04], [0.09, -0.08, 0.14], [0.11, -0.02, 0.07], [0.03, 0.09, 0.00], [0.06, -0.22, 0.11], [-0.01, -0.01, 0.00], [-0.01, 0.06, 0.02], [-0.01, 0.04, 0.01], [0.00, 0.01, 0.03], [0.02, 0.07, 0.17], [-0.03, 0.00, 0.01], [0.20, -0.06, 0.18], [-0.09, 0.09, -0.10], [-0.01, -0.02, -0.04], [0.06, 0.02, 0.05], [-0.02, -0.12, 0.03], [-0.07, 0.14, -0.03], [-0.10, -0.01, -0.07], [0.00, -0.04, 0.00], [-0.10, 0.05, -0.04], [-0.01, 0.01, -0.01], [-0.01, -0.01, 0.01], [-0.08, 0.07, -0.09], [0.00, 0.00, 0.08], [-0.05, 0.03, -0.02], [0.02, 0.03, 0.00], [-0.01, -0.01, -0.02], [0.09, -0.21, -0.20], [-0.01, 0.01, 0.00], [0.00, -0.01, 0.01], [0.00, 0.00, 0.00], [0.00, -0.05, -0.05], [-0.02, -0.08, 0.07], [-0.02, 0.00, 0.02], [-0.04, 0.01, 0.00], [0.01, -0.01, 0.00], [0.00, -0.02, 0.07], [0.00, 0.02, -0.01], [-0.04, 0.01, 0.04], [-0.03, 0.02, 0.03], [0.06, -0.02, -0.01], [0.00, 0.00, 0.00], [-0.12, 0.02, -0.09], [0.01, 0.00, 0.04], [0.03, 0.00, 0.00], [0.00, -0.01, 0.00], [-0.02, 0.03, -0.02], [0.09, 0.03, -0.04], [-0.01, 0.01, -0.04], [0.05, -0.02, -0.03], [-0.03, -0.04, -0.01], [0.00, 0.00, -0.13], [0.00, 0.00, 0.01], [-0.01, 0.01, -0.01], [0.00, -0.01, -0.01], [-0.07, 0.00, -0.02], [0.05, -0.07, -0.07], [0.00, 0.00, 0.00], [0.00, 0.00, 0.00], [-0.01, 0.01, -0.01], [0.04, -0.02, 0.02], [0.01, 0.00, 0.02], [-0.01, 0.00, -0.01], [-0.05, 0.01, -0.10], [0.00, 0.00, 0.01], [0.00, -0.01, 0.00]],
  "mulliken_charge": [-0.5212, 0.8804, 0.7696, 0.3648, -0.2169, -0.6333, -0.9527, -0.5589, -0.6171, -0.7694, 1.2309, -0.0950, 0.1756, -0.1310, -0.7019, -0.5040, -0.8798, -0.7224, 0.9288, -0.0284, -0.7126, -0.3058, -1.0105, -0.6673, -0.2539, -0.3813, 0.0545, -0.1661, -0.7586, -0.2341, 0.6651, -0.2707, -0.6503, -0.3234, -1.3264, -0.6593, -0.4850, -0.4333, -0.3777, -0.4018, -0.4204, -0.3886, 0.3796, 0.1413, 0.4725, 0.3962, 0.3661, 0.3415, 0.3764, 0.3041, 0.2151, 0.1577, 0.3781, 0.4556, 0.4462, 0.3864, 0.2710, 0.5140, 0.3278, 0.3539, 0.3533, 0.3847, 0.6273, 0.4599, 0.3540, 0.3985, 0.3710, 0.2912, 0.4229, 0.4941, 0.3094, 0.3371, 0.4028],
  "total_charge": -1,
  "homo_lumo_gap_ev": 7.33,
  "homo_ev": -4.92
}

---

(3)
{
  "formula": "C14H16",
  "method": "ωB97M-V/def2-TZVPD",
  "elements": ["C", "C", "C", "C", "C", "C", "C", "C", "C", "C", "C", "C", "C", "C", "H", "H", "H", "H", "H", "H", "H", "H", "H", "H", "H", "H", "H", "H", "H", "H"],
  "positions_angstrom": [[1.31927, -3.06130, 0.35883], [-3.00900, 1.80687, -0.71638], [2.72396, 0.48372, 0.45060], [1.40591, -1.65993, 0.38967], [-2.45608, 2.26671, 1.53903], [-1.79086, 1.14533, -0.90200], [-3.38256, 2.37263, 0.50847], [3.64641, -3.12709, -0.24285], [-3.98918, 1.87859, -1.87399], [2.44587, -3.79222, 0.07085], [3.73849, -1.75932, -0.10152], [2.59788, -1.02321, 0.31917], [-0.93034, 1.04293, 0.16244], [-1.26134, 1.58048, 1.40156], [-1.44944, 0.66961, -1.81569], [-4.94381, 2.32812, -1.67453], [0.45166, -1.15497, 0.56667], [2.68690, 0.80630, -0.61161], [4.60168, -1.17392, -0.36713], [3.65623, 0.88005, 0.83660], [0.42224, -3.56876, 0.68149], [1.86448, 1.02366, 0.82564], [-4.33775, 2.88140, 0.48382], [2.57273, -4.84746, 0.26333], [-0.60031, 1.44423, 2.25449], [-4.21518, 0.82514, -2.14858], [0.10293, 0.71266, 0.09035], [-2.89763, 2.60318, 2.48114], [-3.49168, 2.17407, -2.80989], [4.51852, -3.75750, -0.41999]],
  "atomic_forces_ev_per_a": [[0.46, -0.07, 0.02], [-0.99, 0.22, -0.94], [-0.38, 0.06, -2.13], [-1.95, -1.08, 0.77], [-1.85, -0.02, 1.10], [0.08, -0.01, 0.36], [1.59, -0.75, -1.79], [0.08, -0.28, 0.54], [1.05, -2.15, -0.76], [1.12, 0.24, 0.39], [-1.09, 0.33, 0.11], [1.51, 0.82, -0.55], [0.94, 0.79, 0.94], [-0.35, 0.22, 0.21], [-0.52, 0.31, -0.29], [-0.12, 0.65, 0.05], [0.60, 0.10, 0.18], [0.35, 0.19, 0.31], [0.51, -0.20, 0.18], [0.05, -0.28, 0.36], [-0.24, 0.10, -0.24], [-0.02, -0.27, 0.81], [0.10, 0.07, 0.76], [-0.66, -0.25, -0.37], [-0.07, 0.16, -0.16], [-0.19, 0.33, 0.32], [-0.57, -0.42, -0.50], [0.99, 0.07, 0.18], [-0.34, 0.72, 0.39], [-0.09, 0.39, -0.26]],
  "mulliken_charge": [-0.7246, 1.1418, -1.5116, -0.0685, -0.4618, -0.8158, -0.7946, -0.4449, -1.3984, -0.4067, -0.5565, 1.0898, 0.5328, -0.5543, 0.3518, 0.3626, 0.2410, 0.3440, 0.3897, 0.4096, 0.3541, 0.3154, 0.3378, 0.3404, 0.4228, 0.3143, -0.1381, 0.2947, 0.3135, 0.3197],
  "smiles": "Cc1ccccc1.Cc1ccccc1",
  "total_charge": 0,
  "homo_lumo_gap_ev": 9.86,
  "homo_ev": -8.98
}

---

Let's list E in order: -110658.971, -82131.015, -14776.625 eV.
Let's list energy above the lowest of the compared OMol25 structures with the same formula, charge and spin in order: 487.2, 0.0, 110.0 kJ/mol.